ORCA calculation (ωB97M-V with the def2-TZVPD basis set) on a structure of composition C31H56N2O3P2Pb at a distorted geometry.

XYZ file:
```
95
Properties=species:S:1:pos:R:3:forces:R:3
Pb 0.085297 0.114663 0.166128 0.060 0.467 -0.099
C -1.923312 -0.317343 -1.606335 -3.411 -0.589 -1.759
O -2.892456 -0.489992 -2.188571 2.980 0.545 1.701
C 2.388146 0.504571 1.739379 2.455 0.211 2.779
O 3.168279 0.586419 2.571121 -2.249 -0.191 -2.486
P -1.360012 -1.468392 2.021561 -1.113 -1.556 1.870
C -1.030262 -3.280949 1.869699 0.386 -0.019 -0.589
H -1.543311 -3.738602 2.731406 0.102 0.269 -0.168
C -0.725987 -0.984905 3.710199 0.609 0.478 -0.576
H 0.367035 -1.116260 3.595784 -0.265 0.029 0.041
C -3.210318 -1.324986 1.928644 0.070 0.492 -0.852
H -3.441375 -1.779349 0.949071 0.081 0.095 0.253
C 0.406237 1.487575 -3.590309 -0.800 0.073 0.412
P 1.282236 0.461086 -2.328934 1.800 -0.103 -1.907
H 2.491456 -1.034912 -3.718223 -0.184 0.022 0.219
H -0.384696 0.826515 -3.979735 0.200 0.137 0.136
C 3.005401 1.171189 -2.208194 -0.195 0.159 0.658
H 3.336488 1.248612 -3.256967 -0.236 -0.122 0.237
C -0.992921 0.491841 4.023154 -0.040 0.092 0.335
H -0.422987 0.768580 4.921747 -0.177 -0.054 -0.236
H -2.055129 0.672644 4.241808 0.392 -0.050 -0.039
H -0.677389 1.168453 3.216215 -0.064 -0.057 0.015
C -1.183044 -1.896244 4.849992 -0.206 -0.293 0.215
H -2.250110 -1.776313 5.068381 0.396 -0.069 -0.023
H -0.634370 -1.609844 5.758063 -0.063 -0.047 -0.258
H -0.972211 -2.956382 4.662897 -0.064 0.279 0.094
C -3.943027 -2.120810 3.007962 -0.086 -0.245 0.379
H -3.614909 -3.167305 3.060606 -0.151 0.296 0.048
H -5.016600 -2.123606 2.769362 0.297 0.002 -0.050
H -3.840175 -1.659811 3.998520 -0.076 -0.144 -0.359
C -3.675804 0.132456 1.876059 -0.284 0.170 0.138
H -4.761014 0.156729 1.696281 0.316 -0.005 0.034
H -3.192837 0.689792 1.062779 -0.024 -0.028 0.053
H -3.488123 0.654250 2.824575 -0.097 -0.155 -0.315
C -1.635499 -3.840657 0.574213 -0.182 -0.015 0.032
H -2.730489 -3.780946 0.566093 0.253 -0.084 -0.030
H -1.360088 -4.899638 0.476953 -0.103 0.294 0.004
H -1.254025 -3.314070 -0.314452 -0.016 -0.133 0.123
C 0.471490 -3.583187 1.961263 0.024 -0.041 0.207
H 1.040775 -3.086239 1.159184 -0.103 -0.131 0.064
H 0.620475 -4.667349 1.854340 0.043 0.341 0.023
H 0.898355 -3.282549 2.925998 -0.044 -0.107 -0.203
C 1.319981 1.892999 -4.751325 0.331 -0.010 -0.152
H 1.824483 1.036905 -5.219304 -0.132 0.205 0.096
H 2.081910 2.616851 -4.431625 -0.218 -0.181 -0.106
H 0.713225 2.380119 -5.527529 0.073 -0.161 0.230
C -0.263007 2.705408 -2.941794 -0.123 0.384 -0.224
H 0.477071 3.467193 -2.665618 -0.223 -0.184 -0.058
C 1.879204 -2.263806 -2.038658 0.093 0.055 0.021
H -0.839995 2.460606 -2.040600 0.028 -0.041 -0.147
H -0.952207 3.160411 -3.668015 0.184 -0.096 0.223
C 0.429913 -1.624611 -4.019381 0.082 -0.037 -0.140
H 0.959784 -2.559312 -1.514439 -0.014 0.017 -0.115
H 2.272820 -3.160021 -2.534062 -0.126 0.130 0.201
H 2.616412 -1.960294 -1.287571 -0.090 -0.037 -0.167
C 1.588612 -1.197676 -3.105011 -0.358 -0.124 0.235
H 0.548418 -2.689109 -4.262592 -0.086 0.275 0.006
H 0.430709 -1.064112 -4.964065 -0.076 -0.196 0.274
H -0.551820 -1.494983 -3.537034 0.255 -0.158 -0.154
C 3.970567 0.249377 -1.456818 0.164 -0.023 -0.173
H 3.641267 0.063437 -0.422202 0.157 0.003 -0.282
H 4.956625 0.733349 -1.414790 -0.273 -0.123 0.046
H 4.106023 -0.706447 -1.975033 0.045 0.227 0.224
C 2.964910 2.568007 -1.583842 0.146 0.325 -0.065
H 2.477557 2.564373 -0.598415 0.079 -0.004 -0.069
H 2.441080 3.300254 -2.209742 0.143 -0.210 0.153
H 3.987921 2.946279 -1.442703 -0.264 -0.163 -0.031
H 0.622641 -4.667501 -1.960649 -0.199 -0.285 0.256
H 0.298418 -5.002263 -1.373094 0.147 0.074 -0.282
C -0.981808 6.951849 1.863862 -0.200 0.969 0.363
N -1.472547 5.610699 1.641378 1.255 -0.765 -0.665
N -0.698814 4.678691 1.051242 0.881 0.655 -0.167
C -1.389393 3.491127 0.976543 0.939 -1.484 -0.704
O -0.878477 2.436689 0.492221 -0.875 1.580 0.698
C -2.674227 3.765574 1.547800 -0.497 0.005 0.271
C -2.662980 5.078379 1.964164 -1.265 -0.114 0.353
C -3.683335 5.908918 2.638228 -0.709 0.124 0.324
C 0.603046 5.019193 0.552382 0.825 0.039 -0.363
C 1.726678 4.746293 1.333494 -0.201 -0.008 0.132
C 2.969277 5.227150 0.924080 0.008 -0.029 -0.097
C 3.081402 5.933884 -0.278860 -0.033 -0.009 -0.010
C 1.958113 6.138426 -1.091018 0.044 -0.001 0.080
C 0.708130 5.687509 -0.669251 -0.181 -0.048 0.059
H -0.774046 7.462678 0.914909 -0.049 -0.271 0.124
H -0.070207 6.949222 2.475060 -0.134 -0.239 -0.184
H -1.761815 7.502072 2.398154 0.212 -0.138 -0.157
H -3.479806 3.054203 1.623317 -0.047 0.087 0.099
H -3.322915 6.316547 3.593831 -0.001 -0.198 -0.218
H -3.986788 6.763737 2.016828 0.066 -0.254 0.055
H -4.576387 5.310398 2.850018 0.215 0.167 -0.079
H 1.603010 4.184122 2.262955 0.144 0.290 -0.162
H 3.847460 5.064508 1.552968 -0.279 0.055 -0.231
H 4.053653 6.334105 -0.583937 -0.386 -0.166 0.108
H 2.049881 6.672432 -2.040914 -0.018 -0.168 0.370
H -0.194390 5.860055 -1.261668 0.311 0.046 0.087
```
Forces are in eV/Å.

Computed properties:
LUMO energy (spin up / spin down): -14.02 / -14.43 eV
orbital gap (spin up / spin down): 5.71 / 4.81 eV
ΔE to the lowest compared entry with this formula, charge and spin: 0.00 kJ/mol
net charge: +4
HOMO energy (spin up / spin down): -19.7 / -19.2 eV

***

ORCA calculation (ωB97M-V with the def2-TZVPD basis set) on a cluster of 20 separate species, H39O20 in total at a distorted geometry.

XYZ file:
```
59
Properties=species:S:1:pos:R:3:forces:R:3
O 5.423818 1.850879 -1.958682 0.053 0.116 -0.343
H 4.977166 1.059177 -1.647526 0.133 -0.025 0.250
O 2.775300 -1.498432 -1.822686 0.175 -0.181 0.303
H 2.795870 -1.750736 -2.750231 -0.131 -0.012 -0.017
H 2.876215 -0.536619 -1.849603 -0.313 0.283 -0.204
O 3.670663 2.517513 0.727552 2.169 -0.580 0.263
H 3.153550 1.737397 0.512742 -1.163 0.857 -0.064
H 3.300521 3.391942 0.757431 -1.131 -0.290 -0.287
O 0.483288 3.476631 -1.471722 0.522 -0.141 -0.308
H -0.075864 2.678492 -1.438112 -0.696 0.445 0.372
H 5.620958 2.379936 -1.178867 -0.242 -0.152 0.172
O 1.656100 -3.779965 -0.180894 0.171 0.702 0.183
H 1.943258 -2.905430 -0.484988 0.239 0.065 -0.310
H 0.771410 -3.637723 0.174628 -0.021 0.290 0.235
O -3.431248 1.627652 -2.854604 -0.736 0.626 -0.100
H -2.638196 1.844157 -2.313814 -0.179 -0.571 0.132
H -3.300886 0.911987 -3.478535 0.444 -0.046 0.097
O -2.213172 -3.431568 3.262342 0.277 0.254 0.287
H -1.596473 -3.269285 2.537596 -0.217 -0.290 -0.258
H -1.996791 -2.750895 3.908200 -0.170 0.002 0.027
O 0.926182 0.775572 -0.059001 0.695 -0.280 0.307
H 0.682901 3.615720 -0.541653 0.032 -0.011 0.025
H 0.179100 1.049051 -0.635105 -0.663 -0.103 0.473
O 0.288914 -5.813024 -0.664184 1.165 1.204 -0.910
H 1.139568 -6.083448 -0.301479 -0.195 -0.914 0.569
H 0.721724 -4.968728 -1.015248 -1.137 -1.049 -0.099
O -2.168390 5.637896 -0.933805 -0.182 0.010 0.112
H -2.752975 5.274470 -1.603319 -0.089 0.059 -0.204
H -1.821620 4.837362 -0.531120 0.286 -0.170 0.024
O -1.456989 -4.149096 0.657363 0.488 0.369 0.070
H -2.326069 -4.312675 0.287113 -0.043 -0.016 -0.050
H -0.835542 -4.751884 0.209853 -0.447 -0.466 0.079
O 0.965396 -0.823245 2.888808 -0.038 -0.049 0.777
H 0.823620 0.063020 2.544354 -0.060 -0.012 -0.503
H 0.902857 -1.440994 2.161490 -0.046 0.212 -0.356
O -0.299781 0.533111 -2.831519 -0.930 0.721 0.058
H -1.060890 1.031834 -2.328548 1.206 -1.119 0.390
H 0.349876 1.237208 -2.898229 0.052 -0.219 -0.517
O -1.494939 1.696082 -0.948686 0.170 0.706 -0.485
H 1.135318 -0.113712 -0.362819 -0.036 0.024 -0.175
H -2.033510 1.172539 -0.361855 -0.131 -0.233 0.177
O -1.602714 0.338251 -5.209592 -0.550 0.137 -0.424
H -1.464260 0.813122 -4.376872 0.387 -0.227 -0.154
H -0.975207 -0.384090 -5.153401 0.106 -0.012 0.175
O -5.528159 -0.326347 1.609431 0.942 0.603 -1.181
H -4.751804 -0.568048 1.076302 -0.033 -1.045 0.557
H -5.541543 0.552015 1.202844 -0.913 0.430 0.615
O -0.151318 1.091929 5.136904 -0.080 -0.134 -0.008
H -0.608553 1.014225 5.978656 -0.032 0.072 0.031
H 0.039495 0.179162 4.885431 0.117 0.045 -0.160
O 2.552032 1.353545 -2.729853 0.264 0.126 0.358
H 3.279564 1.917701 -2.431185 0.266 0.033 -0.317
H 1.806012 1.805480 -2.309393 0.120 0.064 0.252
O -3.258092 2.675999 3.258854 0.073 0.026 -0.005
H -3.183126 3.007675 2.358691 0.010 0.000 -0.026
H -2.366983 2.383592 3.480973 -0.003 -0.049 0.032
O 2.102981 -3.268909 4.358411 0.241 -0.636 -0.593
H 2.390973 -3.807377 3.608385 0.627 -0.012 0.283
H 1.200462 -3.160115 4.072772 -0.823 0.562 0.370
```
Forces are in eV/Å.

Computed properties:
LUMO energy: 1.90 eV
orbital gap: 8.70 eV
ΔE to the lowest compared entry with this formula, charge and spin: 323.54 kJ/mol
net charge: -1
HOMO energy: -6.8 eV